The following is a quantum chemistry calculation of a molecular structure, C29H43BFIN4O5S2 in a non-equilibrium geometry, from OMol25.

Values from the calculation:
- Highest occupied orbital energy: -4.16 eV

XYZ file:
```
86
C29H43BFIN4O5S2, DFT ωB97M-V/def2-TZVPD
N 6.574 1.143 -1.234
C 6.382 2.506 -1.862
C 4.886 2.752 -2.518
C 4.025 3.879 -1.631
C 2.556 3.359 -1.150
C 2.480 2.344 0.114
C 3.288 2.779 1.468
B 4.898 2.455 1.505
O 5.923 3.549 1.351
O 5.497 1.094 1.747
C 2.981 0.784 -0.228
C 1.795 -0.084 -1.029
C 2.390 -1.549 -1.576
O 3.082 -1.391 -2.899
O 3.243 -2.600 -3.425
C 0.617 -0.294 0.140
C 0.931 -1.751 0.900
C 0.120 -1.920 2.325
O -1.174 -1.664 2.531
F 0.890 -2.455 3.510
N 0.623 0.805 1.192
C 0.882 2.207 0.600
N 0.548 3.204 1.733
C -0.204 2.599 -0.578
C -1.781 2.385 -0.060
C -2.587 1.229 -0.915
S -3.145 -0.056 0.384
C -5.000 -0.303 0.303
S -6.021 1.091 0.330
N -5.703 -1.636 0.179
C -4.857 -2.693 -0.492
C -3.658 -3.577 0.193
C -2.782 -4.741 -0.622
C -3.106 -5.051 -2.225
C -4.288 -4.119 -2.933
C -5.149 -2.974 -2.105
C -6.324 -2.104 1.475
C -5.539 -2.486 2.862
C -6.341 -3.039 4.222
C -7.975 -3.168 4.212
C -8.771 -2.745 2.837
C -7.987 -2.241 1.487
H 7.303 0.637 -1.813
H 7.090 1.339 -0.324
H 7.172 2.571 -2.755
H 6.665 3.413 -1.147
H 4.277 1.763 -2.706
H 5.091 3.204 -3.604
H 3.823 4.759 -2.413
H 4.683 4.382 -0.786
H 2.106 2.778 -2.092
H 1.929 4.345 -0.902
H 3.105 3.913 1.764
H 2.838 2.113 2.353
H 6.836 3.184 1.563
H 4.935 0.718 2.507
H 4.000 0.745 -0.800
H 3.148 0.148 0.770
H 1.399 0.459 -1.986
H 3.121 -2.058 -0.817
H 1.450 -2.244 -1.816
H 3.820 -2.436 -4.250
H -0.396 -0.424 -0.427
H 2.087 -1.847 1.180
H 0.568 -2.662 0.218
H -0.331 0.748 1.662
H 1.306 0.607 1.985
H -0.131 2.786 2.406
H 0.025 4.035 1.325
H -0.101 1.978 -1.563
H -0.173 3.754 -0.882
H -1.838 2.224 1.122
H -2.388 3.397 -0.245
H -1.866 0.654 -1.652
H -3.522 1.653 -1.495
H -3.363 -3.418 1.314
H -1.939 -5.375 -0.067
H -2.504 -5.894 -2.782
H -4.515 -4.338 -4.064
H -5.964 -2.358 -2.676
H -4.376 -2.381 2.941
H -5.699 -3.326 5.166
H -8.508 -3.552 5.181
H -9.941 -2.803 2.813
H -8.605 -1.944 0.526
I 5.159 -0.771 -2.846
```

=====

The following is a quantum chemistry calculation of 2 unconnected molecules or ions with the total composition C5H8F2 in a non-equilibrium geometry, from OMol25.

Values from the calculation:
- ΔE to the lowest compared entry with this formula, charge and spin: 2.8700 eV
- Highest occupied orbital energy: -9.38 eV

XYZ file:
```
15
C5H8F2, DFT ωB97M-V/def2-TZVPD
C 0.605 -1.632 0.476
C -0.457 -0.850 0.360
C 0.554 1.050 -0.758
C -0.762 0.406 -0.288
C -1.872 -1.265 1.794
F -2.445 -0.093 2.036
F -1.167 -1.934 2.782
H 0.626 -2.521 1.114
H 1.455 -1.571 -0.202
H 0.368 1.909 -1.439
H 1.047 0.098 -1.255
H 1.146 1.337 0.073
H -1.548 0.278 -1.113
H -1.180 1.074 0.398
H -2.669 -1.866 1.238
```

=====

The following is a quantum chemistry calculation of a molecular structure, C36H37N6NbO8PS in a non-equilibrium geometry, from OMol25.

Values from the calculation:
- Charge: +1
- Highest occupied orbital energy: -9.13 eV

XYZ file:
```
90
C36H37N6NbO8PS, DFT ωB97M-V/def2-TZVPD
Nb -0.218 -0.144 0.639
O 2.699 1.329 3.397
S 2.031 1.119 2.113
O 1.358 2.297 1.573
O 1.304 -0.144 2.017
C 3.417 0.911 0.942
C 4.694 1.301 1.389
C 5.800 1.200 0.550
C 5.637 0.713 -0.741
C 4.370 0.322 -1.187
C 3.229 0.400 -0.359
P 1.606 -0.144 -1.001
C 1.994 -1.810 -1.611
C 1.871 -2.866 -0.690
C 2.147 -4.185 -1.056
C 2.554 -4.474 -2.354
C 2.691 -3.443 -3.281
C 2.419 -2.122 -2.910
C 1.280 0.937 -2.421
C 1.696 2.279 -2.415
C 1.378 3.145 -3.466
C 0.619 2.690 -4.540
C 0.163 1.375 -4.551
C 0.479 0.514 -3.494
H 4.817 1.693 2.396
H 6.779 1.505 0.906
H 6.492 0.636 -1.407
H 4.283 -0.045 -2.207
H 1.560 -2.657 0.336
H 2.045 -4.977 -0.319
H 2.769 -5.500 -2.640
H 3.016 -3.663 -4.293
H 2.556 -1.339 -3.650
H 2.241 2.683 -1.562
H 1.703 4.180 -3.422
H 0.358 3.367 -5.347
H -0.459 1.021 -5.368
H 0.067 -0.494 -3.505
O -1.853 4.747 5.530
C -2.645 4.039 4.822
O -3.914 4.094 4.876
C -2.010 3.067 3.850
C -0.617 2.976 3.759
C -0.056 2.082 2.864
N -0.763 1.271 2.054
C -2.126 1.349 2.131
C -2.769 2.230 3.013
C -2.909 0.427 1.209
O -4.185 0.449 1.231
O -2.199 -0.322 0.461
H 0.012 3.601 4.383
H 1.020 1.991 2.774
H -3.856 2.264 3.047
C -2.250 -4.376 0.536
N -1.105 -3.645 1.078
C -0.170 -3.219 0.033
C -1.319 -2.778 2.128
N -1.016 -1.526 2.020
N -1.843 -3.339 3.268
C -1.444 -4.676 3.700
C -2.524 -2.549 4.280
H -2.806 -3.749 -0.170
H -2.947 -4.703 1.313
H -1.909 -5.273 0.008
H 0.079 -4.058 -0.625
H 0.770 -2.866 0.473
H -0.600 -2.417 -0.577
H -1.194 -1.048 2.899
H -0.539 -5.025 3.190
H -2.251 -5.389 3.508
H -1.226 -4.691 4.774
H -3.154 -1.780 3.819
H -1.799 -2.064 4.941
H -3.182 -3.178 4.890
N -3.492 3.747 -4.446
C -2.576 4.109 -3.500
O -2.192 5.271 -3.435
C -2.062 3.073 -2.562
C -1.126 3.474 -1.605
C -0.636 2.527 -0.725
N -1.013 1.232 -0.737
C -1.917 0.867 -1.670
C -2.467 1.738 -2.596
H -3.815 4.481 -5.064
H -3.867 2.823 -4.580
H -0.785 4.503 -1.546
H 0.092 2.793 0.036
H -2.198 -0.182 -1.652
H -3.186 1.357 -3.307
H -0.907 -1.337 -0.554
```

=====

The following is a quantum chemistry calculation of a single C3H6N2O molecule in a non-equilibrium geometry, from OMol25.

Values from the calculation:
- SMILES: NC(=O)[C@H]1CN1
- ΔE to the lowest compared entry with this formula, charge and spin: 1.4394 eV
- Highest occupied orbital energy: -9.72 eV

XYZ file:
```
12
C3H6N2O, DFT ωB97M-V/def2-TZVPD
N -1.688 -0.017 0.689
C -1.008 -0.710 -0.255
O -1.525 -1.393 -1.115
C 0.473 -0.542 -0.187
C 1.078 0.791 -0.566
N 1.040 0.320 0.805
H -2.685 -0.129 0.753
H -1.171 0.445 1.419
H 1.067 -1.220 -0.794
H 0.410 1.605 -0.798
H 2.058 0.853 -1.056
H 1.950 -0.002 1.105
```

=====

The following is a quantum chemistry calculation of 2 unconnected molecules or ions with the total composition CH2N3O4P in a non-equilibrium geometry, from OMol25.

Values from the calculation:
- Charge: -2
- ΔE to the lowest compared entry with this formula, charge and spin: 0.0000 eV
- Highest occupied orbital energy (spin up / spin down): 0.92 / 0.92 eV

XYZ file:
```
11
CH2N3O4P, DFT ωB97M-V/def2-TZVPD
C -2.492 -0.169 0.031
N -1.111 0.277 0.110
N -0.504 1.010 0.831
N 1.448 -0.949 -0.392
O -2.667 -1.277 0.555
O 2.133 1.463 -1.194
O -3.243 0.540 -0.647
O 2.837 0.672 1.142
P 1.810 0.693 0.047
H 0.610 -0.864 -0.961
H 1.178 -1.396 0.478
```

=====

The following is a quantum chemistry calculation of a single C4H7BrN2 molecule in a non-equilibrium geometry, from OMol25.

Values from the calculation:
- ΔE to the lowest compared entry with this formula, charge and spin: 1.7205 eV
- Multiplicity: 3
- Highest occupied orbital energy (spin up / spin down): -5.90 / -8.79 eV

XYZ file:
```
14
C4H7BrN2, DFT ωB97M-V/def2-TZVPD
C -0.403 -1.692 -0.607
C -0.666 -2.489 0.418
C -1.267 1.113 0.166
C 0.930 1.739 -0.251
N 0.276 -0.502 -0.655
N -0.084 0.680 -0.162
Br -2.959 0.094 -0.047
H -0.444 -2.230 -1.497
H -0.532 -2.254 1.486
H -1.076 -3.404 0.368
H -1.379 1.984 0.773
H 0.752 2.498 -1.025
H 0.799 2.139 0.699
H 1.836 1.301 -0.520
```